# 1
DFT (ωB97M-V/def2-TZVPD) results for C18H25NO3 in the gas phase.

XYZ file:
```
47
C18H25NO3 (ωB97M-V/def2-TZVPD)
C 3.659 0.515 -0.089
O 2.447 1.129 0.275
C 1.578 0.464 1.068
C 1.785 -0.813 1.582
C 0.825 -1.418 2.372
C -0.369 -0.765 2.663
C -1.451 -1.352 3.484
C -1.155 -2.659 4.181
O -2.528 -0.805 3.594
C -0.569 0.518 2.140
C 0.378 1.145 1.360
C 0.152 2.497 0.755
C 0.105 2.422 -0.777
O 0.578 3.272 -1.496
N -0.547 1.331 -1.228
C -0.552 0.936 -2.622
C 0.710 0.124 -2.947
C 0.728 -1.313 -2.428
C -0.191 -2.233 -3.234
C -1.635 -2.309 -2.727
C -2.205 -1.005 -2.166
C -1.875 0.250 -2.979
H 4.165 1.231 -0.734
H 4.284 0.309 0.786
H 3.488 -0.414 -0.642
H 2.697 -1.348 1.366
H 1.017 -2.411 2.747
H -0.264 -2.565 4.797
H -0.992 -3.443 3.445
H -2.002 -2.929 4.806
H -1.501 1.015 2.369
H -0.789 2.922 1.110
H 0.964 3.177 1.014
H -0.860 0.653 -0.551
H -0.485 1.872 -3.189
H 0.843 0.106 -4.031
H 1.554 0.675 -2.526
H 0.469 -1.345 -1.368
H 1.752 -1.684 -2.522
H -0.187 -1.895 -4.272
H 0.217 -3.247 -3.231
H -2.264 -2.650 -3.552
H -1.701 -3.065 -1.941
H -1.871 -0.881 -1.135
H -3.291 -1.113 -2.122
H -1.867 0.005 -4.042
H -2.668 0.984 -2.818
```

Values from the calculation:
Energy above the lowest of the compared OMol25 structures with the same formula, charge and spin = 28.05 kcal per mole
Max |F| = 0.6 eV/Å
E_tot = -26705.208 eV
LUMO = 0.0127 hartree
SMILES string = COc1ccc(C(C)=O)cc1CC(=O)NC1CCCCCC1

=====

# 2
DFT (ωB97M-V/def2-TZVPD) results for a molecular structure, C29H29BaF6N2OP3S.

XYZ file:
```
72
C29H29BaF6N2OP3S (ωB97M-V/def2-TZVPD)
Ba 0.052 0.144 3.483
C -0.071 2.004 -4.938
S 1.273 0.966 -4.300
C 0.372 -0.579 -3.881
C 0.446 -0.914 -2.394
C -0.174 0.218 -1.568
N -0.101 0.080 -0.115
P -1.349 -0.568 0.845
C -1.234 -2.378 0.306
C -1.894 -2.827 -0.833
C -1.709 -4.131 -1.261
C -0.872 -4.986 -0.562
C -0.228 -4.540 0.581
C -0.416 -3.240 1.017
C -3.002 -0.188 0.211
C -3.343 0.966 -0.487
C -4.671 1.227 -0.775
C -5.664 0.361 -0.342
C -5.333 -0.775 0.380
C -4.007 -1.051 0.653
P 1.257 0.507 0.840
C 2.672 -0.454 0.187
C 3.378 -0.093 -0.960
C 4.430 -0.882 -1.395
C 4.788 -2.023 -0.693
C 4.103 -2.373 0.458
C 3.051 -1.589 0.898
C 1.685 2.209 0.376
C 2.975 2.641 0.685
C 3.338 3.958 0.472
C 2.405 4.856 -0.025
C 1.113 4.441 -0.306
C 0.747 3.121 -0.100
H 0.381 2.948 -5.223
H -0.816 2.170 -4.167
H -0.518 1.537 -5.810
H 0.831 -1.374 -4.468
H -0.659 -0.446 -4.206
H 1.485 -1.062 -2.102
H -0.090 -1.847 -2.218
H -1.228 0.293 -1.854
H 0.340 1.146 -1.842
H -2.549 -2.167 -1.384
H -2.216 -4.477 -2.150
H -0.726 -5.998 -0.906
H 0.419 -5.209 1.130
H 0.069 -2.891 1.931
H -2.578 1.670 -0.786
H -4.933 2.121 -1.319
H -6.699 0.580 -0.552
H -6.106 -1.436 0.744
H -3.740 -1.934 1.223
H 3.114 0.800 -1.509
H 4.965 -0.606 -2.290
H 5.604 -2.635 -1.045
H 4.389 -3.255 1.010
H 2.529 -1.848 1.817
H 3.692 1.937 1.089
H 4.341 4.284 0.704
H 2.685 5.885 -0.183
H 0.386 5.148 -0.677
H -0.268 2.801 -0.293
O -2.979 2.886 1.887
C -2.195 2.036 1.922
N -1.348 1.188 1.947
F 1.347 0.264 5.188
P 0.047 0.547 6.266
F 0.630 -0.570 7.215
F 0.858 1.724 6.922
F -0.496 1.570 5.071
F -1.262 0.771 7.103
F -0.725 -0.661 5.357
```

Values from the calculation:
Energy above the lowest of the compared OMol25 structures with the same formula, charge and spin = 57.64 kcal per mole
Max |F| = 7.9 eV/Å
Net charge = +1
E_tot = -91270.676 eV
LUMO (alpha / beta) = -0.1009 / -0.2045 hartree
Spin multiplicity = 2

=====

# 3
DFT (ωB97M-V/def2-TZVPD) results for a molecular structure, C48H54BN15O3S6Ti.

XYZ file:
```
128
C48H54BN15O3S6Ti (ωB97M-V/def2-TZVPD)
Ti -0.459 0.772 0.401
C -1.297 -2.840 3.400
C -0.697 -4.081 2.752
C -0.219 -5.005 3.873
C -1.721 -4.826 1.896
N 0.464 -3.740 1.869
C 1.622 -4.496 1.847
C 2.318 -4.133 0.759
N 1.599 -3.168 0.094
B 2.206 -2.610 -1.204
N 1.170 -2.082 -2.271
C 0.836 -2.866 -3.352
C 0.359 -2.064 -4.325
N 0.374 -0.768 -3.842
C 0.856 -0.809 -2.570
S 1.085 0.533 -1.523
C 0.261 0.436 -4.735
C 1.691 0.896 -5.021
C -0.578 1.561 -4.129
C -0.413 0.001 -6.035
N 3.294 -1.541 -1.001
C 3.988 -1.106 -2.114
C 4.846 -0.150 -1.726
N 4.695 0.010 -0.358
C 3.748 -0.873 0.092
S 3.294 -1.161 1.699
C 5.543 0.905 0.479
C 6.410 1.762 -0.441
C 6.454 0.061 1.368
C 4.647 1.843 1.292
C 0.473 -2.916 0.783
S -0.822 -1.885 0.291
H -2.029 -3.160 4.143
H -1.803 -2.213 2.674
H -0.524 -2.258 3.903
H -1.074 -5.205 4.517
H 0.558 -4.534 4.478
H 0.140 -5.965 3.504
H -2.567 -5.125 2.517
H -1.269 -5.722 1.465
H -2.086 -4.187 1.093
H 1.867 -5.211 2.607
H 3.281 -4.453 0.407
H 2.723 -3.557 -1.753
H 0.997 -3.929 -3.343
H 0.000 -2.313 -5.304
H 2.199 1.170 -4.096
H 1.674 1.764 -5.682
H 2.259 0.100 -5.509
H -0.117 2.041 -3.270
H -1.559 1.188 -3.842
H -0.726 2.314 -4.905
H 0.193 -0.700 -6.609
H -0.557 0.887 -6.651
H -1.395 -0.438 -5.842
H 3.793 -1.504 -3.095
H 5.527 0.436 -2.311
H 7.142 1.167 -0.990
H 6.960 2.470 0.178
H 5.802 2.332 -1.145
H 7.113 -0.558 0.754
H 5.867 -0.582 2.019
H 7.072 0.718 1.983
H 3.902 2.301 0.638
H 5.260 2.635 1.727
H 4.130 1.311 2.085
C -3.097 -1.064 -3.310
C -4.004 -0.072 -3.666
C -4.025 1.075 -2.916
C -3.150 1.220 -1.825
N -2.264 0.271 -1.477
C -2.264 -0.841 -2.235
N -3.339 2.356 -1.087
C -2.471 2.880 -0.324
N -1.078 2.660 -0.238
C -0.584 3.903 0.247
N 0.534 4.490 0.104
C 1.535 4.244 -0.821
C 2.845 4.545 -0.411
C 3.873 4.443 -1.319
C 3.574 4.072 -2.626
C 2.253 3.810 -2.934
N 1.244 3.877 -2.065
C -1.678 4.604 0.953
C -1.678 5.715 1.776
C -2.912 6.154 2.235
C -4.099 5.524 1.849
C -4.087 4.435 0.990
C -2.847 3.992 0.566
H -3.033 -2.003 -3.842
H -4.682 -0.202 -4.500
H -4.717 1.883 -3.103
H -1.570 -1.612 -1.943
H 3.010 4.866 0.609
H 4.891 4.667 -1.024
H 4.338 4.004 -3.389
H 1.984 3.528 -3.945
H -0.752 6.197 2.058
H -2.961 7.002 2.907
H -5.040 5.896 2.231
H -4.991 3.932 0.676
N -5.415 -4.989 3.300
C -5.103 -3.671 2.984
C -5.019 -2.701 3.983
C -4.639 -1.406 3.671
C -4.331 -1.076 2.361
C -4.426 -2.029 1.353
C -4.813 -3.316 1.663
S -3.885 0.570 1.925
O -4.105 1.390 3.088
O -4.551 0.866 0.697
N -2.270 0.491 1.635
C -1.475 0.347 2.732
S -1.743 0.603 4.418
C -0.075 0.240 4.700
C 0.581 0.009 3.547
N -0.232 0.041 2.436
H -5.921 -5.121 4.161
H -5.790 -5.538 2.544
H -5.254 -2.964 5.008
H -4.594 -0.646 4.438
H -4.200 -1.754 0.331
H -4.884 -4.063 0.881
H 0.329 0.224 5.699
H 1.628 -0.215 3.416
O 0.187 3.033 2.993
S 1.334 2.643 2.187
N 1.125 1.698 1.051
```

Values from the calculation:
Energy above the lowest of the compared OMol25 structures with the same formula, charge and spin = 8.36 kcal per mole
Max |F| = 1.1 eV/Å
E_tot = -167956.951 eV
LUMO = -0.0337 hartree

=====

# 4
DFT (ωB97M-V/def2-TZVPD) results for a molecular structure, C11H15Br2N4PdS.

XYZ file:
```
34
C11H15Br2N4PdS (ωB97M-V/def2-TZVPD)
Pd -0.550 -1.219 -1.484
C 4.421 0.920 1.503
C 4.183 0.976 0.003
N 3.522 -0.223 -0.512
C 2.205 -0.435 -0.438
S 1.642 -2.050 -0.872
N 1.433 0.533 0.019
N 0.136 0.109 0.020
C -0.670 0.435 0.957
C -0.284 1.332 2.086
C -1.993 -0.230 0.894
C -3.077 0.187 1.647
C -4.269 -0.512 1.554
C -4.345 -1.619 0.725
C -3.223 -1.976 0.000
N -2.071 -1.304 0.083
H 4.974 1.801 1.827
H 5.000 0.037 1.776
H 3.474 0.893 2.042
H 5.123 1.068 -0.539
H 3.564 1.831 -0.262
H 4.087 -0.998 -0.814
H 0.786 1.253 2.257
H -0.821 1.071 2.997
H -0.502 2.375 1.843
H -2.988 1.050 2.291
H -5.130 -0.198 2.129
H -5.252 -2.199 0.637
H -3.228 -2.837 -0.656
Br 0.356 -0.834 -3.982
C -1.262 0.067 -4.528
Br -2.525 0.097 -3.067
H -1.701 -0.487 -5.346
H -1.015 1.086 -4.789
```

Values from the calculation:
Max |F| = 0.5 eV/Å
Net charge = +1
E_tot = -172003.995 eV
LUMO (alpha / beta) = -0.1291 / -0.1693 hartree
Spin multiplicity = 3

=====

# 5
DFT (ωB97M-V/def2-TZVPD) results for a molecular structure, C2H3BrN2S.

XYZ file:
```
9
C2H3BrN2S (ωB97M-V/def2-TZVPD)
C 0.013 -0.825 0.172
C 0.615 0.426 0.430
N -0.613 0.684 -1.697
N -0.694 -1.076 -0.859
S -0.231 1.659 -0.429
Br -2.084 -2.240 -0.460
H 0.110 -1.702 0.841
H 1.490 0.615 1.015
H -1.422 1.013 -2.225
```

Values from the calculation:
Energy above the lowest of the compared OMol25 structures with the same formula, charge and spin = 93.46 kcal per mole
Max |F| = 4.1 eV/Å
E_tot = -85975.936 eV
LUMO = -0.0257 hartree

=====

# 6
DFT (ωB97M-V/def2-TZVPD) results for C5H10N2O in the gas phase.

XYZ file:
```
18
C5H10N2O (ωB97M-V/def2-TZVPD)
H 2.239 -2.043 1.015
N 1.738 -1.163 0.965
C 1.799 -0.587 -0.152
N 2.376 -1.067 -1.306
O 1.390 0.752 -0.309
C 0.053 0.760 -0.689
C -0.998 0.621 0.121
C -0.882 0.327 1.583
C -2.384 0.721 -0.420
H 2.999 -1.852 -1.234
H 2.576 -0.403 -2.039
H -0.080 0.963 -1.747
H -1.367 1.127 2.153
H 0.163 0.229 1.887
H -1.383 -0.615 1.815
H -2.974 1.407 0.195
H -2.387 1.080 -1.452
H -2.878 -0.258 -0.386
```

Values from the calculation:
Energy above the lowest of the compared OMol25 structures with the same formula, charge and spin = 29.39 kcal per mole
Max |F| = 1.8 eV/Å
E_tot = -10374.031 eV
LUMO = 0.0320 hartree
SMILES string = [H]/N=C(\N)OC=C(C)C

=====

# 7
DFT (ωB97M-V/def2-TZVPD) results for C3H3N3O2 in the gas phase.

XYZ file:
```
11
C3H3N3O2 (ωB97M-V/def2-TZVPD)
C 1.006 1.120 1.666
C 0.106 0.335 0.800
N -1.313 0.416 0.790
O -1.853 -0.286 -0.217
N -0.929 -1.376 -0.840
N 0.197 -1.243 -1.175
C 0.822 -0.104 -0.467
O 1.717 0.755 -0.892
H 1.517 1.836 0.961
H 1.817 0.361 1.984
H 0.464 1.364 2.504
```

Values from the calculation:
Energy above the lowest of the compared OMol25 structures with the same formula, charge and spin = 177.82 kcal per mole
Max |F| = 7.0 eV/Å
E_tot = -11718.246 eV
LUMO = -0.0567 hartree
SMILES string = Cc1nonnc1=O

=====

# 8
DFT (ωB97M-V/def2-TZVPD) results for 2 unconnected molecules or ions with the total composition C2H5OP.

XYZ file:
```
9
C2H5OP (ωB97M-V/def2-TZVPD)
C 0.796 0.065 -0.551
P 1.623 -1.207 0.098
C 1.990 0.637 0.096
H -0.093 0.387 -1.046
H 2.806 0.998 -0.521
H 1.877 1.188 1.025
O -2.342 -0.909 0.000
H -3.027 -1.442 -0.409
H -1.849 -1.487 0.583
```

Values from the calculation:
Energy above the lowest of the compared OMol25 structures with the same formula, charge and spin = 46.12 kcal per mole
Max |F| = 1.2 eV/Å
E_tot = -13488.876 eV
LUMO = 0.0116 hartree
SMILES string = C1=PC1.O

=====

# 9
DFT (ωB97M-V/def2-TZVPD) results for C4H6N2O in the gas phase.

XYZ file:
```
13
C4H6N2O (ωB97M-V/def2-TZVPD)
C 0.145 -1.464 -1.663
O 0.099 -0.089 -1.339
C -0.003 0.229 -0.033
C -0.109 -0.425 1.168
N -0.172 0.501 2.193
C -0.114 1.671 1.623
N -0.006 1.566 0.264
H 1.005 -1.954 -1.191
H 0.249 -1.510 -2.749
H -0.779 -1.975 -1.365
H -0.188 -1.480 1.385
H -0.158 2.628 2.126
H 0.030 2.302 -0.422
```

Values from the calculation:
Energy above the lowest of the compared OMol25 structures with the same formula, charge and spin = 26.79 kcal per mole
Max |F| = 0.3 eV/Å
E_tot = -9272.340 eV
LUMO = 0.0313 hartree
SMILES string = COc1cnc[nH]1

=====

# 10
DFT (ωB97M-V/def2-TZVPD) results for C2H4N2S3 in the gas phase.

XYZ file:
```
11
C2H4N2S3 (ωB97M-V/def2-TZVPD)
C 0.289 -1.747 -0.081
C 0.578 0.660 0.411
N -0.618 1.044 0.005
N -1.618 0.204 0.041
S -1.394 -1.616 -0.266
S 2.018 1.461 -0.250
S -3.064 0.661 0.440
H 0.962 -1.717 -0.920
H -0.774 2.004 -0.429
H 3.026 0.791 0.138
H 0.596 -1.746 0.911
```

Values from the calculation:
Energy above the lowest of the compared OMol25 structures with the same formula, charge and spin = 147.88 kcal per mole
Max |F| = 5.0 eV/Å
E_tot = -37618.011 eV
LUMO (alpha / beta) = -0.0566 / -0.0405 hartree

=====

# 11
DFT (ωB97M-V/def2-TZVPD) results for 2 unconnected molecules or ions with the total composition H2NO4.

XYZ file:
```
7
H2NO4 (ωB97M-V/def2-TZVPD)
N -2.033 1.153 -0.416
O -2.015 0.024 0.119
O 1.340 -0.111 -0.130
O -0.549 1.559 -0.737
O 0.543 -1.107 0.547
H -0.313 -0.761 0.491
H 0.731 0.622 -0.699
```

Values from the calculation:
Energy above the lowest of the compared OMol25 structures with the same formula, charge and spin = 37.90 kcal per mole
Max |F| = 7.0 eV/Å
Net charge = -1
E_tot = -9707.398 eV
LUMO = 0.1742 hartree

=====

# 12
DFT (ωB97M-V/def2-TZVPD) results for C4H5NOS2 in the gas phase.

XYZ file:
```
13
C4H5NOS2 (ωB97M-V/def2-TZVPD)
O 1.893 -0.425 0.813
N 0.392 -0.388 0.796
C 0.240 -1.086 -0.606
C -1.038 -0.309 -0.868
S -0.481 1.240 -1.669
C -1.179 0.863 0.052
C -0.090 0.809 0.892
S 0.578 1.993 2.014
H 2.041 0.121 1.634
H 0.262 -2.294 -0.474
H 1.133 -0.891 -1.466
H -1.791 -1.053 -1.377
H -1.961 1.421 0.258
```

Values from the calculation:
Energy above the lowest of the compared OMol25 structures with the same formula, charge and spin = 117.75 kcal per mole
Max |F| = 8.7 eV/Å
E_tot = -29431.988 eV
LUMO = -0.0280 hartree
SMILES string = ON1C[C@@H]2S[C@@H]2C1=S

=====

# 13
DFT (ωB97M-V/def2-TZVPD) results for a molecular structure, C40H50FN6O4RbS3Se2.

XYZ file:
```
107
C40H50FN6O4RbS3Se2 (ωB97M-V/def2-TZVPD)
Rb 0.302 -0.514 -0.231
C -3.663 -0.203 -3.681
C -2.598 -0.632 -2.685
N -1.478 0.008 -2.538
N -1.201 1.036 -3.335
C -0.214 1.952 -3.198
N -0.207 2.883 -4.252
S 0.932 2.086 -2.038
C -2.847 -1.796 -1.866
C -3.970 -2.627 -2.078
C -4.190 -3.703 -1.249
C -3.265 -3.993 -0.253
C -2.155 -3.159 -0.159
N -1.963 -2.095 -0.899
H -3.665 0.878 -3.806
H -4.650 -0.467 -3.317
H -3.520 -0.665 -4.661
H -1.802 1.206 -4.146
H -1.116 3.265 -4.493
H 0.464 3.615 -4.058
H -4.670 -2.434 -2.878
H -5.074 -4.317 -1.384
H -3.409 -4.827 0.421
H -1.380 -3.378 0.562
C -3.516 3.408 -1.857
C -2.535 3.061 -0.713
O -2.590 1.911 -0.244
C -1.675 4.101 -0.359
C -0.642 4.063 0.590
C 0.393 5.172 0.575
N -0.509 3.119 1.483
N 0.575 3.182 2.283
C 1.021 2.081 2.841
O 0.605 0.898 2.681
C 2.217 2.362 3.683
C 3.157 1.360 3.910
C 4.313 1.622 4.617
C 4.543 2.887 5.137
C 3.598 3.887 4.947
C 2.452 3.628 4.221
H -3.084 3.126 -2.817
H -3.726 4.475 -1.879
H -4.446 2.857 -1.729
H -1.748 5.013 -0.944
H 0.100 5.988 -0.083
H 1.343 4.761 0.239
H 0.529 5.538 1.593
H 2.962 0.381 3.497
H 5.052 0.839 4.751
H 5.447 3.091 5.699
H 3.770 4.876 5.360
H 1.724 4.406 4.051
C -0.419 -3.182 4.521
Se -0.291 -1.306 3.817
C -2.121 -1.316 3.064
C -2.933 -0.063 3.272
Se -2.061 1.526 2.324
C -1.659 2.357 4.064
H -0.663 -3.863 3.708
H -1.156 -3.282 5.317
H 0.563 -3.444 4.909
H -2.603 -2.185 3.530
H -1.998 -1.482 1.989
H -3.089 0.149 4.331
H -3.905 -0.198 2.787
H -2.554 2.333 4.689
H -1.374 3.389 3.881
H -0.845 1.825 4.546
O 1.871 -0.699 -2.787
S 2.747 -1.569 -3.568
C 4.027 -2.245 -2.385
C 3.483 -3.293 -1.443
C 4.491 -3.749 -0.385
C 4.793 -2.733 0.706
S 3.334 -2.151 1.735
O 2.437 -1.469 0.825
C 2.705 -3.836 2.032
C 3.399 -4.640 2.923
C 2.966 -5.932 3.162
C 1.829 -6.406 2.525
C 1.120 -5.581 1.668
C 1.556 -4.290 1.412
C 1.823 -3.080 -3.934
C 0.493 -3.210 -3.536
C -0.225 -4.299 -4.035
C 0.389 -5.250 -4.819
C 1.730 -5.123 -5.179
C 2.438 -4.019 -4.743
H 4.358 -1.352 -1.854
H 4.847 -2.622 -3.003
H 3.173 -4.166 -2.020
H 2.583 -2.903 -0.972
H 5.438 -4.010 -0.879
H 4.104 -4.659 0.080
H 5.215 -1.818 0.293
H 5.495 -3.147 1.431
H 4.280 -4.258 3.422
H 3.513 -6.570 3.843
H 1.500 -7.422 2.705
H 0.229 -5.941 1.177
H 1.034 -3.669 0.699
H 0.015 -2.416 -2.989
H -1.269 -4.402 -3.772
H -0.175 -6.101 -5.181
H 2.204 -5.871 -5.801
H 3.471 -3.875 -5.037
F 0.510 -3.839 -1.357
```

Values from the calculation:
Energy above the lowest of the compared OMol25 structures with the same formula, charge and spin = 55.32 kcal per mole
Max |F| = 2.3 eV/Å
Net charge = -2
E_tot = -225989.885 eV
LUMO = 0.1275 hartree